(i)
A molecular structure, C3H6N2OS, computed with ωB97M-V with the def2-TZVPD basis set.

Each line ends with the Löwdin charge.
Geometry (Å):
C  -0.088  -1.856  -2.526  -0.7184
C  -0.436  2.244  1.170  -0.0362
C  0.642  -1.052  -0.186  -0.7018
N  -0.827  -2.683  -2.737  0.1196
N  1.522  -0.641  0.495  0.1217
O  -0.540  -1.643  0.077  0.0335
S  0.869  -0.548  -2.091  0.9548
H  -0.305  3.258  0.799  0.0219
H  -0.148  1.944  2.469  0.1396
H  -1.223  1.607  1.005  -0.0370
H  1.260  -0.740  1.483  0.1043
H  0.326  1.667  0.819  -0.0888
H  -1.055  -1.558  -0.777  0.0868

Output
HOMO energy   -10.45 eV
LUMO   0.08 eV
HOMO-LUMO gap   10.5 eV

***

(ii)
C3H6N2OS in the gas phase, computed with ωB97M-V with the def2-TZVPD basis set.

Each line ends with the Löwdin charge.
Geometry (Å):
O  -0.693  -0.810  2.082  -0.0283
N  -0.384  -0.113  0.891  -0.1702
C  -1.008  -0.411  -0.391  -0.1347
C  -0.183  0.439  -1.314  -0.1697
N  1.101  0.250  -0.661  0.0072
C  0.963  0.136  0.689  -0.8458
S  2.092  0.108  1.912  0.6219
H  -0.222  -0.187  2.683  0.0583
H  -2.054  -0.143  -0.480  0.1248
H  -0.855  -1.434  -0.730  0.1290
H  -0.482  1.534  -1.282  0.1400
H  -0.257  0.061  -2.336  0.1222
H  1.981  0.571  -1.064  0.1453

Output
HOMO energy   -8.61 eV
SMILES   ON1CCNC1=S
LUMO   0.73 eV
HOMO-LUMO gap   9.3 eV

***

Taking the most stable structure as the zero point, the relative energies in kcal/mol are (i) 30.8; (ii) 0.0.

***

(i)
C3H6N2OS in the gas phase, computed with ωB97M-V with the def2-TZVPD basis set.

Each line ends with the Löwdin charge.
Geometry (Å):
O  -1.310  -1.807  -0.142  -0.0341
N  -0.533  -0.739  0.252  -0.1971
C  0.885  -0.783  -0.165  -0.0937
C  1.235  0.642  0.210  -0.1712
N  0.009  1.349  -0.168  0.0349
C  -1.070  0.466  -0.007  -0.8331
S  -2.708  0.796  -0.007  0.6292
H  -2.237  -1.433  -0.134  0.0382
H  0.873  -0.856  -1.265  0.1361
H  1.361  -1.599  0.402  0.1366
H  2.156  0.980  -0.256  0.1168
H  1.392  0.668  1.310  0.1275
H  -0.052  2.316  -0.033  0.1100

Output
HOMO energy   -8.75 eV
SMILES   ON1CCNC1=S
LUMO   0.75 eV
HOMO-LUMO gap   9.5 eV

***

(ii)
C3H6N2OS in the gas phase, computed with ωB97M-V with the def2-TZVPD basis set.

Each line ends with the Löwdin charge.
Geometry (Å):
H  3.430  -1.117  -0.264  0.0464
N  2.951  -0.222  -0.249  0.0834
C  1.712  -0.126  -0.021  -0.8221
N  1.155  1.115  0.345  -0.0023
O  -0.160  1.142  -0.149  -0.1428
C  -0.824  0.073  0.349  -0.6438
C  -2.081  -0.297  -0.299  -0.1092
S  0.489  -1.311  0.140  0.9766
H  1.679  1.907  -0.180  0.1834
H  -0.919  0.050  1.512  0.1434
H  -2.389  -1.339  0.130  0.1220
H  -2.823  0.414  0.060  0.0797
H  -2.220  -0.289  -1.376  0.0853

Output
HOMO energy   -9.19 eV
SMILES   [H]/N=C1/NO[C@@H](C)S1
LUMO   0.70 eV
HOMO-LUMO gap   9.9 eV

***

(iii)
C3H6N2OS in the gas phase, computed with ωB97M-V with the def2-TZVPD basis set.

Each line ends with the Löwdin charge.
Geometry (Å):
S  3.043  0.331  0.131  0.7540
N  1.835  -0.540  -0.706  -0.3529
C  0.455  -0.326  -0.489  -0.5087
N  -0.411  -1.160  -0.117  0.1001
C  -1.588  -0.382  0.346  -0.1650
C  -1.261  1.036  -0.114  -0.1653
O  0.078  0.997  -0.549  -0.0382
H  3.099  -0.249  1.346  -0.1551
H  2.106  -1.478  -0.915  0.0700
H  -1.708  -0.474  1.461  0.1212
H  -2.467  -0.895  -0.033  0.0998
H  -1.883  1.339  -0.987  0.1312
H  -1.299  1.801  0.627  0.1090

Output
HOMO energy   -9.15 eV
SMILES   SNC1=NCCO1
LUMO   0.76 eV
HOMO-LUMO gap   9.9 eV

***

(iv)
C3H6N2OS in the gas phase, computed with ωB97M-V with the def2-TZVPD basis set.

Each line ends with the Löwdin charge.
Geometry (Å):
H  -0.145  1.054  2.145  0.0648
N  -0.797  1.885  1.786  0.0706
C  -0.911  1.858  0.441  -0.2484
N  -0.477  0.808  -0.330  -0.0298
C  0.376  -0.327  -0.453  -0.6732
S  0.196  -1.157  -2.052  0.5294
C  1.222  -0.704  0.654  -0.1238
O  0.151  -0.864  1.866  -0.1196
H  -1.319  2.656  -0.080  0.0863
H  -1.046  0.899  -1.233  0.1204
H  1.803  0.155  1.055  0.1343
H  1.691  -1.737  0.407  0.1403
H  -0.536  -1.424  1.566  0.0486

Output
HOMO energy   -9.02 eV
SMILES   [H]/N=C\NC(=S)CO
LUMO   -1.15 eV
HOMO-LUMO gap   7.9 eV

***

Taking the most stable structure as the zero point, the relative energies in kcal/mol are (i) 8.2; (ii) 30.7; (iii) 0.0; (iv) 44.3.

***

(i)
A molecular structure, C3H6N2OS, computed with ωB97M-V with the def2-TZVPD basis set.

Each line ends with the Löwdin charge.
Geometry (Å):
C  0.824  0.059  -0.084  -0.5782
C  -1.507  0.057  0.520  -0.5096
C  2.210  -0.362  -0.302  -0.0005
N  0.411  1.266  -0.059  0.0633
N  -1.016  1.290  0.012  -0.0894
O  -0.023  -0.890  0.089  -0.0212
S  -3.085  -0.390  -0.220  0.7803
H  -1.311  0.059  1.626  0.1293
H  2.645  -0.131  0.595  0.0503
H  2.829  0.278  -1.102  0.1398
H  2.370  -1.330  -0.646  0.0575
H  -1.252  1.699  -0.839  0.0844
H  -3.095  -1.605  0.409  -0.1060

Output
HOMO energy   -8.55 eV
LUMO   0.64 eV
HOMO-LUMO gap   9.2 eV

***

(ii)
C3H6N2OS in the gas phase, computed with ωB97M-V with the def2-TZVPD basis set.

Each line ends with the Löwdin charge.
Geometry (Å):
H  -1.652  1.850  1.785  0.0471
N  -0.658  1.730  1.687  0.1582
C  -0.420  0.891  0.796  -0.5806
N  -1.259  0.176  -0.023  -0.2502
S  -0.427  -0.450  -1.373  0.9392
C  1.072  -0.396  -0.406  -0.6473
C  1.196  -1.734  0.342  -0.0961
O  0.927  0.660  0.490  -0.0392
H  -2.180  0.572  -0.185  0.1079
H  1.884  -0.192  -1.123  0.1207
H  2.083  -1.674  0.959  0.0749
H  0.310  -1.928  0.928  0.0709
H  1.300  -2.617  -0.354  0.0945

Output
HOMO energy   -8.44 eV
SMILES   [H]/N=C1\NS[C@H](C)O1
LUMO   0.45 eV
HOMO-LUMO gap   8.9 eV

***

Taking the most stable structure as the zero point, the relative energies in kcal/mol are (i) 43.4; (ii) 0.0.

***

(i)
7 unconnected molecules or ions with the total composition H14O7, computed with ωB97M-V with the def2-TZVPD basis set.

Each line ends with the Mulliken spin population.
Geometry (Å):
O  -3.126  2.217  -0.421  0.1267
H  -2.474  2.279  -1.120  -0.0310
H  -3.523  3.087  -0.386  -0.0231
O  3.015  0.123  0.608  0.0773
H  3.603  -0.319  1.219  -0.0021
H  3.117  1.054  0.808  -0.0790
O  1.557  0.254  -3.860  0.4119
H  2.307  0.646  -3.413  -0.1241
H  0.934  0.063  -3.159  -0.0860
O  -1.496  1.506  1.781  0.0380
H  -1.007  0.816  1.331  0.0087
H  -2.225  1.706  1.194  0.0116
O  2.409  -2.424  0.735  0.5914
H  2.788  -2.214  1.588  -0.1392
H  3.017  -2.042  0.102  -0.1107
O  -3.168  -2.005  0.856  0.0494
H  -3.505  -2.642  1.485  -0.0071
H  -2.241  -1.916  1.078  -0.0107
O  -0.330  -0.212  -0.008  0.4236
H  -0.209  0.397  -0.737  -0.0036
H  0.556  -0.374  0.319  -0.1218

Output
HOMO energy (spin up / spin down)   0.19 / -7.34 eV
Total charge   -1
Multiplicity   2
LUMO (spin up / spin down)   2.83 / 2.77 eV
HOMO-LUMO gap (spin up / spin down)   2.6 / 10.1 eV

***

(ii)
7 unconnected molecules or ions with the total composition H14O7, computed with ωB97M-V with the def2-TZVPD basis set.

Each line ends with the Mulliken spin population.
Geometry (Å):
O  -2.834  -2.788  1.020  0.2229
H  -2.987  -1.872  0.788  -0.0539
H  -2.941  -3.265  0.197  -0.0505
O  1.174  1.230  -1.850  0.5415
H  0.369  0.882  -2.234  -0.1178
H  1.852  1.036  -2.496  -0.0072
O  3.748  0.910  0.647  0.0919
H  2.966  0.362  0.576  -0.0139
H  3.791  1.147  1.574  -0.0238
O  -1.180  0.785  -2.938  0.3744
H  -2.136  0.825  -2.953  -0.2415
H  -0.902  1.416  -3.602  -0.0639
O  -0.366  2.488  1.545  0.1664
H  -0.769  1.630  1.413  -0.0217
H  -0.137  2.505  2.474  -0.0238
O  -0.168  -0.339  0.152  0.1919
H  0.621  0.015  -0.258  -0.0084
H  -0.840  -0.277  -0.527  -0.0350
O  -0.030  -2.190  2.431  0.0758
H  -0.043  -1.864  1.531  0.0224
H  0.813  -2.637  2.511  -0.0256

Output
HOMO energy (spin up / spin down)   0.28 / -7.89 eV
Total charge   -1
Multiplicity   2
LUMO (spin up / spin down)   3.01 / 2.94 eV
HOMO-LUMO gap (spin up / spin down)   2.7 / 10.8 eV

***

Taking the most stable structure as the zero point, the relative energies in kcal/mol are (i) 2.9; (ii) 0.0.